The following is a DFT calculation (wB97M-V/def2-TZVPD) of a molecular structure, C10H19I2N2O5S2 in a non-equilibrium geometry.

Structure (XYZ):
```
40
Properties=species:S:1:pos:R:3:mulliken_charge:R:1
C -2.33454 2.03080 -5.84693 -0.659
C -2.73992 1.48762 -4.57590 -0.233
C -3.07167 -0.05501 -4.50339 -0.576
S -1.47792 -0.93264 -4.06258 1.110
O -1.34736 -2.15633 -4.94024 -0.682
O -0.37677 0.02950 -4.40676 -0.572
N -1.64471 -1.27492 -2.41353 -0.484
S -0.18276 -1.92186 -1.79188 0.886
O 0.13420 -3.25928 -2.37259 -0.603
O -0.45292 -2.12207 -0.31848 -0.687
C 1.19304 -0.71695 -1.87699 -0.262
I 1.11918 0.89585 -0.39785 0.054
C 2.24356 -0.74071 -2.77976 0.257
C 2.33742 -1.89040 -3.83949 -0.883
I 3.77215 0.77842 -2.71979 -0.001
H -3.12960 2.38382 -6.56879 0.257
H -1.23562 2.13264 -6.05596 0.227
H -2.84688 2.09895 -3.64247 0.299
H -3.77400 -0.18225 -3.62767 0.291
H -3.48156 -0.44039 -5.47184 0.365
H 2.68516 -2.81344 -3.27945 0.286
H 3.13054 -1.71124 -4.62697 0.340
H 1.35294 -2.09248 -4.34803 0.243
C -0.73570 0.82066 4.05435 -1.403
C 0.47757 -0.10310 4.10542 0.306
C 0.99097 -0.38017 5.53185 -0.697
O 1.71235 0.69349 6.12560 -0.378
C 0.90139 1.73120 6.64547 -0.634
N 1.53191 0.44980 3.24952 -0.492
H -0.46862 1.87071 4.18453 0.287
H -1.22698 0.74117 3.08257 0.336
H -1.46681 0.55531 4.82211 0.343
H 0.16725 -1.06407 3.68250 0.350
H 1.70101 -1.21159 5.47718 0.350
H 0.17923 -0.70861 6.19394 0.400
H -0.02867 1.34977 7.07664 0.293
H 0.68904 2.47019 5.87039 0.216
H 1.46812 2.23510 7.43199 0.255
H 2.29477 -0.22010 3.19127 0.245
H 1.94122 1.24261 3.74203 0.249
```

Summary:
charge: -1
calculated total energy: -2269.682602 hartree
spin multiplicity: 1